[1]
The following is a quantum chemistry calculation of C23H29N4O2PmS3Si as an isolated structure, from OMol25.

## Properties
orbital gap (spin up / spin down) = 0.2636 / 0.2685 Eh
ΔE to the lowest compared entry with this formula, charge and spin = 8.1 kcal/mol

The geometry in ORCA input format:
```
! wB97M-V def2-TZVPD RIJCOSX def2/J DEFGRID3
* xyz 2 5
Pm -0.796 0.352 0.088
O 1.025 -3.955 5.809
C -0.139 -3.180 5.879
C -0.317 -2.409 4.608
C -1.351 -1.485 4.447
C -1.468 -0.810 3.248
N -0.618 -0.972 2.223
C 0.401 -1.853 2.374
C 0.556 -2.593 3.540
C 1.366 -1.955 1.252
C 2.551 -2.675 1.357
C 3.476 -2.657 0.317
C 4.763 -3.413 0.430
O 4.839 -4.047 1.676
C 3.168 -1.911 -0.821
C 1.956 -1.253 -0.874
N 1.060 -1.269 0.126
H 1.186 -4.395 6.650
H -0.102 -2.468 6.716
H -1.031 -3.811 6.031
H -2.056 -1.306 5.242
H -2.282 -0.101 3.088
H 1.346 -3.317 3.655
H 2.800 -3.249 2.233
H 5.593 -2.705 0.287
H 4.810 -4.141 -0.396
H 5.684 -4.501 1.771
H 3.857 -1.857 -1.651
H 1.665 -0.687 -1.761
C 2.900 4.813 -1.430
Si 1.182 5.057 -2.213
C 1.407 6.166 -3.733
C -0.166 5.839 -1.113
C 0.457 3.370 -2.785
C 0.111 3.090 -4.096
C -0.482 1.875 -4.435
C -0.738 0.964 -3.436
N -0.416 1.191 -2.146
C 0.182 2.379 -1.837
S 0.591 2.587 -0.140
H 3.337 5.793 -1.266
H 3.570 4.272 -2.094
H 2.886 4.298 -0.476
H 1.817 7.112 -3.398
H 0.475 6.389 -4.240
H 2.104 5.760 -4.458
H 0.157 6.829 -0.804
H -0.385 5.271 -0.214
H -1.095 5.962 -1.667
H 0.300 3.826 -4.861
H -0.748 1.650 -5.454
H -1.216 0.013 -3.657
S -3.504 0.242 -0.842
C -4.322 -1.207 -0.622
N -5.260 -1.619 -1.460
C -5.802 -2.946 -1.245
C -5.642 -3.216 0.245
S -4.119 -2.303 0.716
H -5.451 -1.108 -2.312
H -5.231 -3.674 -1.840
H -6.852 -2.987 -1.545
H -5.529 -4.271 0.482
H -6.461 -2.794 0.830
*
```

Atom charges from the natural (NBO) analysis, given in e for atoms 1 to 5:
1. Pm 1.9149
2. O -0.7155
3. C -0.1020
4. C 0.0851
5. C -0.2273


[2]
The following is a quantum chemistry calculation of C23H30Br2CuO5 as an isolated structure, from OMol25.

## Properties
orbital gap = 0.2032 Eh

The geometry in ORCA input format:
```
! wB97M-V def2-TZVPD RIJCOSX def2/J DEFGRID3
* xyz 1 1
C 0.679 -2.313 4.625
C 1.516 -2.222 3.371
O 2.231 -0.997 3.353
C 3.125 -0.874 2.267
C 2.597 0.166 1.269
O 1.207 -0.043 1.143
C 0.430 0.848 0.389
C 0.755 2.346 0.506
Br 0.944 3.420 -1.107
C 0.930 3.043 1.630
C 1.218 4.509 1.694
Br 0.838 2.226 3.326
C -0.966 0.634 1.021
C -1.299 -0.754 0.498
O -1.953 -1.597 0.988
O -0.620 -0.935 -0.671
C 0.061 0.292 -1.034
C -0.984 1.093 -1.861
C -1.905 0.156 -2.638
O -1.476 -0.324 -3.659
C -3.295 -0.133 -2.213
C -4.043 -1.025 -2.989
C -5.340 -1.361 -2.624
C -5.932 -0.821 -1.482
C -5.208 0.095 -0.722
C -3.908 0.428 -1.091
C 1.175 -0.141 -2.038
C 2.461 0.675 -1.888
C 1.473 -1.646 -2.140
C 2.125 -2.309 -0.937
H 1.204 -2.840 5.414
H -0.219 -2.883 4.406
H 0.356 -1.331 4.953
H 2.169 -3.087 3.253
H 0.832 -2.239 2.515
H 4.078 -0.526 2.657
H 3.221 -1.836 1.767
H 2.855 1.151 1.653
H 3.150 0.014 0.342
H 2.167 4.727 1.213
H 0.463 5.050 1.128
H 1.193 4.866 2.714
H -1.698 1.399 0.811
H -0.962 0.513 2.099
H -0.522 1.699 -2.629
H -1.596 1.782 -1.287
H -3.640 -1.473 -3.883
H -5.916 -2.058 -3.212
H -6.928 -1.090 -1.171
H -5.627 0.539 0.165
H -3.377 1.135 -0.476
H 0.769 0.088 -3.016
H 2.524 1.403 -2.729
H 2.549 1.218 -0.960
H 3.322 0.014 -1.942
H 2.194 -1.717 -2.958
H 0.592 -2.170 -2.485
H 3.074 -1.828 -0.713
H 2.379 -3.329 -1.220
H 1.474 -2.381 -0.074
Cu 3.083 2.754 -3.318
*
```

Atom charges from the natural (NBO) analysis, given in e for atoms 1 to 5:
1. C -0.6276
2. C -0.0592
3. O -0.5422
4. C -0.0701
5. C -0.0867


[3]
The following is a quantum chemistry calculation of C23H30ClCsFN3O7SeSi as an isolated structure, from OMol25.

## Properties
orbital gap = 0.2009 Eh
ΔE to the lowest compared entry with this formula, charge and spin = 9.2 kcal/mol

The geometry in ORCA input format:
```
! wB97M-V def2-TZVPD RIJCOSX def2/J DEFGRID3
* xyz -2 1
Cs 0.071 0.200 0.639
C -0.910 7.818 1.348
O -0.204 7.779 0.131
C 0.129 6.533 -0.350
C 0.844 6.540 -1.565
C 1.206 5.328 -2.100
C 0.927 4.091 -1.494
C 1.449 2.864 -2.089
C 1.752 2.828 -3.582
O 1.678 1.838 -1.454
C 0.174 4.071 -0.255
O -0.191 3.030 0.342
C -0.197 5.365 0.278
H -1.076 8.870 1.574
H -0.337 7.357 2.159
H -1.873 7.306 1.270
H 1.094 7.478 -2.040
H 1.773 5.339 -3.024
H 1.373 3.680 -4.139
H 1.304 1.924 -3.994
H 2.831 2.747 -3.733
H -0.753 5.334 1.205
C -1.548 -4.451 3.246
Si -2.372 -2.821 2.746
C -4.162 -2.939 3.378
C -2.444 -2.834 0.869
N -1.624 -1.403 3.230
C -1.339 -0.908 4.429
C -1.444 -1.579 5.683
C -1.119 -0.980 6.890
C -0.664 0.331 6.951
C -0.545 1.039 5.751
C -0.873 0.431 4.569
F -0.756 1.160 3.418
H -2.101 -5.303 2.838
H -1.486 -4.573 4.331
H -0.532 -4.488 2.842
H -4.655 -3.852 3.031
H -4.743 -2.080 3.032
H -4.185 -2.933 4.472
H -2.999 -3.686 0.467
H -1.431 -2.885 0.461
H -2.915 -1.918 0.503
H -1.789 -2.608 5.664
H -1.217 -1.549 7.810
H -0.407 0.793 7.896
H -0.202 2.067 5.730
C 0.661 -3.603 -6.918
N 1.332 -3.236 -5.694
C 1.782 -4.136 -4.742
C 2.321 -3.416 -3.741
N 2.191 -2.087 -4.086
C 2.687 -0.988 -3.276
C 1.592 -1.968 -5.292
Se 1.247 -0.420 -6.247
H 1.190 -4.434 -7.387
H 0.663 -2.739 -7.578
H -0.370 -3.898 -6.719
H 1.639 -5.197 -4.838
H 2.728 -3.718 -2.791
H 3.744 -0.818 -3.493
H 2.574 -1.217 -2.221
H 2.137 -0.084 -3.516
O 3.054 -3.626 -0.596
Cl 1.671 -3.690 -0.156
O 1.604 -4.234 1.169
O 0.919 -4.504 -1.078
O 1.124 -2.340 -0.165
*
```

Atom charges from the natural (NBO) analysis, given in e for atoms 1 to 5:
1. Cs 0.9713
2. C -0.2479
3. O -0.5151
4. C 0.3268
5. C -0.3924